Formula: C3H4O
Source: OMol25
Level of theory: wB97M-V/def2-TZVPD

Properties
* DFT total energy: -5221.8900 eV
* highest occupied orbital energy: -10.17 eV
* HOMO-LUMO gap: 11.39 eV
* 2S+1: 1
* LUMO: 1.212 eV

Last columns: bonded neighbours and bond lengths (Å).
Positions of all 8 atoms, in Å:
1 C -2.064 1.382 -1.809  O4 1.130
2 C 0.144 -0.856 0.978  C3 1.325, H5 1.088, H6 1.118
3 C 0.841 -0.025 0.216  C2 1.325, H7 1.084, H8 1.064
4 O -0.961 1.209 -1.986  C1 1.130
5 H -0.941 -0.923 0.926  C2 1.088
6 H 0.667 -1.441 1.774  C2 1.118
7 H 1.901 0.046 0.429  C3 1.084
8 H 0.414 0.607 -0.527  C3 1.064



Formula: C3H4O
Source: OMol25
Level of theory: wB97M-V/def2-TZVPD

Properties
* DFT total energy: -5219.3911 eV
* highest occupied orbital energy: -10.15 eV
* HOMO-LUMO gap: 11.20 eV
* 2S+1: 1
* LUMO: 1.053 eV
* structure (SMILES): OC1C=C1

Last columns: bonded neighbours and bond lengths (Å).
Positions of all 8 atoms, in Å:
1 C 0.395 0.659 -0.745  C2 1.321, C3 1.439, H5 1.015
2 C 0.671 0.449 0.530  C1 1.321, C3 1.523, H6 1.038
3 C -0.709 0.098 -0.011  C1 1.439, C2 1.523, O4 1.646, H7 1.056
4 O -0.933 -1.521 -0.208  C3 1.646, H8 0.963
5 H 0.899 0.645 -1.625  C1 1.015
6 H 1.420 0.194 1.202  C2 1.038
7 H -1.706 0.439 0.071  C3 1.056
8 H -0.717 -1.508 -1.147  O4 0.963



Formula: C3H4O2
Source: OMol25
Level of theory: wB97M-V/def2-TZVPD

Properties
* DFT total energy: -7265.3943 eV
* highest occupied orbital energy (spin up / spin down): -8.21 / -7.64 eV
* HOMO-LUMO gap (spin up / spin down): 8.44 / 7.98 eV
* 2S+1: 1
* LUMO (spin up / spin down): 0.229 / 0.341 eV

Last columns: bonded neighbours and bond lengths (Å).
Positions of all 9 atoms, in Å:
1 C -1.011 1.194 0.107  C2 1.489, O4 1.341, H6 1.125
2 C 0.297 0.568 -0.232  C1 1.489, C3 1.422, O4 1.392, H7 1.119
3 C 0.741 -0.771 -0.405  C2 1.422, O5 1.346, H8 1.065
4 O -0.008 1.150 0.995  C1 1.341, C2 1.392
5 O 0.060 -1.783 0.164  C3 1.346, H9 0.981
6 H -2.054 0.925 0.433  C1 1.125
7 H 1.063 1.192 -0.757  C2 1.119
8 H 1.307 -1.011 -1.275  C3 1.065
9 H -0.396 -1.465 0.971  O5 0.981



Formula: C3H4O2
Source: OMol25
Level of theory: wB97M-V/def2-TZVPD

Properties
* DFT total energy: -7269.2685 eV
* highest occupied orbital energy: -9.61 eV
* HOMO-LUMO gap: 10.27 eV
* 2S+1: 1
* LUMO: 0.655 eV
* structure (SMILES): O=C/C=C/O

Last columns: bonded neighbours and bond lengths (Å).
Positions of all 9 atoms, in Å:
1 C 0.064 -0.416 0.103  C2 1.519, C3 1.339, H6 1.112
2 C 1.569 -0.310 -0.066  C1 1.519, O4 1.200, H7 1.082
3 C -0.760 0.624 -0.075  C1 1.339, O5 1.324, H8 1.022
4 O 2.212 0.681 0.146  C2 1.200
5 O -2.073 0.691 0.073  C3 1.324, H9 0.899
6 H -0.205 -1.443 0.437  C1 1.112
7 H 2.034 -1.250 -0.336  C2 1.082
8 H -0.312 1.506 -0.335  C3 1.022
9 H -2.531 -0.083 0.052  O5 0.899



Formula: C3H4O2
Source: OMol25
Level of theory: wB97M-V/def2-TZVPD

Properties
* DFT total energy: -7268.2556 eV
* highest occupied orbital energy: -9.49 eV
* HOMO-LUMO gap: 10.36 eV
* 2S+1: 1
* LUMO: 0.867 eV
* structure (SMILES): C=C=O.C=O

Last columns: bonded neighbours and bond lengths (Å).
Positions of all 9 atoms, in Å:
1 C 1.296 0.440 0.257  C2 1.290, O4 1.185
2 C 1.168 1.418 -0.574  C1 1.290, H6 1.163, H7 1.066
3 C -1.720 -1.279 0.371  O5 1.215, H8 1.130, H9 1.056
4 O 1.404 -0.391 1.094  C1 1.185
5 O -1.620 -0.452 -0.514  C3 1.215
6 H 2.132 2.065 -0.514  C2 1.163
7 H 0.882 1.339 -1.599  C2 1.066
8 H -2.713 -1.788 0.548  C3 1.130
9 H -0.828 -1.353 0.931  C3 1.056



Formula: C3H4O2
Source: OMol25
Level of theory: wB97M-V/def2-TZVPD

Properties
* DFT total energy: -7267.2261 eV
* highest occupied orbital energy (spin up / spin down): -10.04 / -10.04 eV
* HOMO-LUMO gap (spin up / spin down): 8.46 / 8.46 eV
* 2S+1: 1
* LUMO (spin up / spin down): -1.580 / -1.577 eV

Last columns: bonded neighbours and bond lengths (Å).
Positions of all 9 atoms, in Å:
1 C 1.079 1.082 0.421  C2 1.683, O4 1.172, O5 1.244
2 C -0.349 0.195 0.501  C1 1.683, C3 1.424, H6 1.077
3 C -0.467 -0.883 -0.422  C2 1.424, H7 1.131, H8 1.116, H9 1.160
4 O 2.032 0.748 1.017  C1 1.172
5 O 0.689 1.874 -0.455  C1 1.244
6 H -1.168 0.894 0.522  C2 1.077
7 H -1.140 -1.522 0.224  C3 1.131
8 H 0.548 -1.337 -0.525  C3 1.116
9 H -1.225 -1.051 -1.283  C3 1.160



Formula: C3H4O2
Source: OMol25
Level of theory: wB97M-V/def2-TZVPD

Properties
* DFT total energy: -7266.3656 eV
* highest occupied orbital energy (spin up / spin down): -9.68 / -9.42 eV
* HOMO-LUMO gap (spin up / spin down): 8.20 / 7.73 eV
* 2S+1: 1
* LUMO (spin up / spin down): -1.480 / -1.691 eV

Last columns: bonded neighbours and bond lengths (Å).
Positions of all 9 atoms, in Å:
1 O 0.815 -1.717 -0.175  C2 1.197
2 C 0.141 -0.728 -0.142  O1 1.197, C3 1.400, C5 1.726
3 C -0.889 -0.211 -0.939  C2 1.400, H6 1.079, H7 1.091
4 O 0.697 1.242 -0.243  C5 1.295
5 C 0.626 0.583 0.870  C2 1.726, O4 1.295, H8 1.097, H9 1.098
6 H -1.462 0.644 -0.615  C3 1.079
7 H -1.344 -0.879 -1.670  C3 1.091
8 H 1.563 0.220 1.311  C5 1.097
9 H -0.148 0.847 1.603  C5 1.098



Formula: C3H4O2
Source: OMol25
Level of theory: wB97M-V/def2-TZVPD

Properties
* DFT total energy: -7269.0831 eV
* highest occupied orbital energy: -8.05 eV
* HOMO-LUMO gap: 9.10 eV
* 2S+1: 1
* LUMO: 1.056 eV
* structure (SMILES): C1=COCO1

Last columns: bonded neighbours and bond lengths (Å).
Positions of all 9 atoms, in Å:
1 C -0.553 0.960 -0.277  H4 1.105, H5 1.101, O8 1.427, O9 1.406
2 C 1.050 -0.545 0.075  C3 1.330, H6 1.080, O8 1.373
3 C -0.107 -1.110 0.412  C2 1.330, H7 1.084, O9 1.382
4 H -0.724 1.786 0.436  C1 1.105
5 H -0.965 1.222 -1.264  C1 1.101
6 H 2.069 -0.903 0.081  C2 1.080
7 H -0.382 -2.078 0.811  C3 1.084
8 O 0.853 0.736 -0.376  C1 1.427, C2 1.373
9 O -1.145 -0.219 0.212  C1 1.406, C3 1.382



Short version: energy above the lowest of the compared OMol25 structures with the same formula, charge and spin = 0.247 2.746 5.292 1.417 2.430 3.460 4.320 1.603 eV, in the order given.